{
  "formula": "C22H36Cl9N5O9",
  "method": "ωB97M-V with the def2-TZVPD basis set",
  "symbols": ["C", "O", "C", "O", "O", "C", "H", "H", "H", "H", "H", "H", "C", "O", "C", "O", "O", "C", "H", "H", "H", "H", "H", "H", "C", "O", "C", "O", "O", "C", "H", "H", "H", "H", "H", "H", "Cl", "C", "Cl", "Cl", "H", "Cl", "C", "Cl", "Cl", "H", "Cl", "C", "Cl", "Cl", "H", "C", "C", "N", "H", "H", "H", "C", "C", "N", "H", "H", "H", "C", "C", "N", "H", "H", "H", "C", "C", "N", "H", "H", "H", "C", "C", "N", "H", "H", "H"],
  "positions_angstrom": [[9.42, -4.71, 4.81], [8.02, -4.66, 5.01], [7.49, -5.25, 6.05], [8.04, -5.86, 6.97], [6.10, -5.12, 5.91], [5.28, -5.62, 6.99], [9.69, -5.58, 4.22], [9.97, -4.50, 5.73], [9.78, -4.11, 3.97], [4.28, -5.50, 6.57], [5.30, -5.04, 7.92], [5.27, -6.69, 7.18], [11.10, -6.44, 7.57], [12.42, -6.64, 7.96], [13.00, -7.86, 7.75], [12.51, -8.75, 7.04], [14.15, -7.89, 8.41], [14.88, -9.10, 8.30], [10.60, -7.33, 7.97], [11.07, -6.45, 6.48], [10.52, -5.60, 7.93], [15.86, -8.89, 7.87], [14.40, -9.99, 7.90], [15.18, -9.40, 9.31], [13.46, -11.34, 14.63], [13.96, -10.53, 13.59], [13.32, -9.40, 13.32], [12.24, -9.05, 13.75], [13.98, -8.81, 12.43], [13.53, -7.64, 11.81], [12.40, -11.49, 14.82], [13.90, -11.01, 15.57], [13.70, -12.40, 14.50], [12.86, -7.73, 10.96], [14.42, -7.26, 11.30], [13.14, -6.88, 12.48], [14.35, -13.05, 4.86], [13.51, -11.52, 5.03], [11.91, -11.92, 5.56], [13.44, -10.73, 3.46], [14.03, -10.95, 5.80], [6.63, -8.98, 6.33], [7.53, -9.16, 7.84], [9.07, -9.98, 7.53], [6.63, -9.90, 9.18], [7.74, -8.14, 8.17], [7.95, -8.12, 3.62], [9.70, -8.47, 3.61], [10.59, -7.34, 2.60], [9.88, -10.17, 3.11], [10.05, -8.38, 4.64], [19.32, -11.72, 5.38], [18.12, -10.86, 5.78], [17.23, -10.20, 6.06], [20.11, -11.66, 6.13], [19.58, -11.38, 4.38], [18.93, -12.74, 5.28], [8.12, -5.81, 9.91], [7.84, -4.44, 9.60], [7.67, -3.31, 9.41], [8.44, -6.02, 10.93], [8.98, -6.01, 9.27], [7.24, -6.43, 9.69], [18.42, -9.36, 9.88], [19.33, -9.24, 10.98], [20.03, -9.20, 11.89], [17.61, -8.65, 9.99], [18.00, -10.36, 9.79], [18.98, -9.17, 8.96], [11.17, -10.87, 10.40], [10.68, -9.48, 10.44], [10.29, -8.43, 10.38], [11.59, -11.09, 9.42], [10.33, -11.50, 10.67], [11.95, -11.10, 11.13], [14.04, -3.91, 8.04], [12.69, -3.35, 7.72], [11.68, -2.95, 7.40], [14.70, -3.07, 7.85], [14.06, -4.77, 7.37], [14.07, -3.98, 9.12]],
  "e_above_lowest_kcal_mol": 44.1,
  "largest_force_ha_per_bohr": 0.0925,
  "charge": 0,
  "homo_ev": -10.80,
  "orbital_gap_ev": 10.772
}



{
  "formula": "C22H36F9N3O8P2S2",
  "method": "ωB97M-V with the def2-TZVPD basis set",
  "symbols": ["C", "C", "C", "C", "C", "C", "C", "C", "C", "C", "C", "C", "F", "F", "F", "C", "P", "N", "O", "C", "P", "N", "O", "O", "C", "C", "C", "C", "C", "C", "N", "S", "O", "O", "C", "F", "F", "F", "H", "H", "H", "H", "H", "H", "H", "H", "H", "H", "H", "H", "H", "H", "H", "H", "H", "H", "H", "H", "H", "H", "H", "H", "H", "H", "H", "H", "H", "H", "H", "H", "H", "H", "H", "H", "C", "F", "F", "F", "S", "O", "O", "O"],
  "positions_angstrom": [[-0.54, -5.70, 2.06], [-0.14, -4.89, 0.77], [-1.32, -4.78, -0.31], [-2.67, -4.29, 0.35], [-3.37, -3.09, -0.40], [-2.39, -1.92, -0.83], [-3.16, -0.53, -0.93], [-3.69, 0.03, 0.44], [-2.69, 1.02, 1.23], [-1.21, 0.99, 0.69], [-0.90, 1.95, -0.39], [-1.95, 2.90, -1.03], [-2.07, 4.12, -0.40], [-1.78, 3.02, -2.41], [-3.27, 2.41, -1.06], [0.55, 2.07, -0.90], [1.06, 3.40, -2.16], [0.14, 4.88, -1.82], [2.61, 4.00, -1.84], [1.56, 1.03, -0.36], [3.28, 1.11, -1.06], [3.30, 1.36, -2.62], [4.26, -0.24, -0.87], [4.07, 2.32, -0.18], [1.11, 0.07, 0.69], [2.21, -0.93, 1.15], [3.38, -0.28, 2.00], [4.59, -1.26, 2.31], [5.98, -0.47, 2.30], [4.63, -2.58, 1.44], [-0.21, 0.10, 1.22], [-0.72, -0.88, 2.53], [-1.96, -1.64, 2.30], [0.18, -1.88, 3.09], [-0.89, 0.31, 4.00], [0.02, 0.01, 4.98], [-0.65, 1.61, 3.65], [-2.12, 0.14, 4.60], [-0.76, -6.77, 1.80], [0.35, -5.67, 2.77], [-1.41, -5.29, 2.64], [0.67, -5.49, 0.25], [0.31, -3.87, 0.98], [-1.42, -5.83, -0.73], [-0.95, -4.15, -1.15], [-3.39, -5.17, 0.35], [-2.58, -3.99, 1.44], [-3.79, -3.52, -1.37], [-4.29, -2.72, 0.16], [-2.08, -2.16, -1.90], [-1.43, -1.88, -0.24], [-4.07, -0.74, -1.56], [-2.53, 0.18, -1.53], [-4.00, -0.79, 1.15], [-4.64, 0.63, 0.27], [-2.81, 0.76, 2.31], [-3.01, 2.11, 1.18], [0.37, 5.15, -0.85], [0.54, 5.57, -2.47], [2.65, 4.18, -0.88], [3.81, 0.62, -3.10], [5.01, -0.16, -1.48], [4.98, 2.31, -0.53], [2.56, -1.41, 0.18], [1.90, -1.84, 1.71], [2.91, -0.02, 3.00], [3.76, 0.70, 1.59], [4.47, -1.60, 3.39], [6.76, -1.03, 2.88], [5.85, 0.58, 2.71], [6.31, -0.45, 1.21], [4.91, -2.34, 0.38], [5.46, -3.22, 1.87], [3.69, -3.21, 1.52], [-3.73, 5.72, -4.17], [-3.30, 4.47, -3.86], [-4.99, 5.81, -3.70], [-2.99, 6.56, -3.41], [-3.60, 6.08, -5.99], [-4.45, 5.08, -6.61], [-2.19, 5.93, -6.28], [-4.09, 7.44, -6.11]],
  "largest_force_ha_per_bohr": 0.1392,
  "charge": 0,
  "homo_ev": -7.05,
  "orbital_gap_ev": 3.082
}



{
  "formula": "C22H36HgO3P2",
  "method": "ωB97M-V with the def2-TZVPD basis set",
  "symbols": ["P", "P", "C", "C", "H", "H", "H", "H", "C", "H", "H", "H", "C", "H", "H", "H", "C", "H", "H", "H", "C", "H", "H", "H", "Hg", "C", "C", "C", "C", "C", "C", "C", "C", "C", "H", "H", "H", "H", "H", "H", "H", "H", "H", "H", "H", "H", "H", "H", "H", "O", "C", "C", "C", "C", "C", "C", "C", "O", "O", "H", "H", "H", "H", "H"],
  "positions_angstrom": [[-1.74, 2.96, -0.25], [-0.80, -1.40, -0.09], [-1.21, 1.57, -1.41], [-1.59, 0.08, -1.28], [-0.14, 1.64, -1.62], [-1.71, 1.92, -2.33], [-2.62, 0.01, -0.89], [-1.55, -0.42, -2.27], [0.21, -2.82, -0.83], [-0.18, -3.74, -0.40], [1.24, -2.75, -0.48], [0.22, -2.95, -1.91], [-2.33, -2.36, -0.11], [-2.13, -3.39, 0.22], [-2.86, -2.36, -1.07], [-2.92, -1.86, 0.66], [-0.11, 3.82, 0.16], [-0.33, 4.57, 0.94], [0.31, 4.38, -0.70], [0.65, 3.14, 0.56], [-2.16, 4.34, -1.44], [-3.06, 4.05, -1.99], [-1.34, 4.56, -2.15], [-2.39, 5.24, -0.85], [2.53, 1.25, -1.08], [1.72, -0.50, -2.79], [2.95, -0.73, -2.15], [4.28, -0.34, -2.81], [4.43, 1.13, -3.31], [3.59, 2.23, -2.69], [2.19, 2.36, -2.89], [1.50, 1.70, -4.06], [1.66, 0.17, -4.11], [1.79, 0.47, 0.71], [0.78, -0.95, -2.44], [2.99, -1.52, -1.38], [4.56, -1.03, -3.64], [5.01, -0.51, -2.01], [5.49, 1.35, -3.13], [4.38, 1.11, -4.40], [4.13, 3.14, -2.38], [1.66, 3.25, -2.54], [1.92, 2.12, -4.98], [0.43, 1.96, -4.08], [0.84, -0.24, -4.71], [2.59, -0.05, -4.66], [1.07, -0.38, 0.69], [1.32, 1.30, 1.23], [2.60, 0.07, 1.33], [-4.49, -2.62, 4.24], [-3.54, -2.55, 5.12], [-3.82, -2.87, 6.49], [-2.85, -2.78, 7.48], [-1.53, -2.41, 7.13], [-1.21, -2.13, 5.79], [-2.18, -2.16, 4.79], [-1.86, -1.90, 3.36], [-0.70, -1.79, 2.94], [-2.94, -1.79, 2.60], [-3.82, -2.15, 3.22], [-4.85, -3.16, 6.72], [-3.12, -3.00, 8.52], [-0.77, -2.36, 7.91], [-0.18, -1.87, 5.50]],
  "e_above_lowest_kcal_mol": 0.0,
  "largest_force_ha_per_bohr": 0.0843,
  "charge": 0,
  "homo_ev": -5.69,
  "orbital_gap_ev": 3.052
}